The following is a quantum chemistry calculation of a cluster of 2 separate species, C31H37N4O in total, from OMol25.

## Properties
Lowest unoccupied orbital energy ... -4.6224 eV
HOMO-LUMO gap ... 5.633 eV
Net charge ... +1

XYZ file:
```
73
Properties=species:S:1:pos:R:3:mulliken_charge:R:1
O 3.324 2.510 1.407 -0.68
N 0.065 1.164 1.643 0.59
N -2.095 -7.859 3.855 0.14
N 1.152 3.128 1.854 0.26
N -3.047 -3.987 2.424 -0.32
C -0.877 0.203 1.574 0.34
C -6.990 -0.928 2.039 -0.69
C 5.801 -0.204 3.180 -0.65
C 1.489 0.853 1.459 0.02
C 5.385 -1.145 0.981 -0.76
C -0.789 2.821 3.303 -1.48
C -2.240 0.430 1.762 0.48
C -1.826 -8.959 2.927 -0.55
C -2.386 -6.572 3.373 0.26
C -3.485 -6.361 2.511 -0.21
C -1.045 3.235 0.795 -1.53
C -4.652 -0.203 1.913 0.62
C -1.838 -10.237 3.780 -0.52
C 1.452 4.529 2.034 -0.95
C -2.437 -9.853 5.138 -0.50
C -3.254 -0.525 1.752 -0.57
C -6.453 1.414 2.327 -0.78
C 2.138 2.231 1.557 0.28
C 3.535 -0.370 2.337 0.52
C -1.999 -4.178 3.242 -0.22
C -1.628 -5.432 3.745 -0.70
C 4.429 -0.009 3.348 -0.29
C -7.408 0.391 2.277 -0.30
C 4.012 -0.943 1.157 -0.21
C -5.643 -1.220 1.864 -0.16
C 2.050 -0.113 2.502 -0.73
C -3.777 -5.061 2.084 -0.63
C -5.104 1.131 2.138 -0.25
C 6.281 -0.775 1.993 -0.40
C -2.759 -8.351 5.063 -0.54
C -0.200 2.589 1.903 -0.02
H 4.028 0.453 4.251 0.31
H -7.729 -1.727 1.994 0.39
H -2.607 -9.030 2.150 0.29
H -6.756 2.444 2.515 0.39
H 7.352 -0.931 1.858 0.38
H -2.989 -1.582 1.626 0.36
H -4.385 1.950 2.175 0.32
H -8.463 0.624 2.422 0.39
H -4.123 -7.189 2.195 0.36
H -5.302 -2.243 1.696 0.35
H -2.436 -11.008 3.287 0.30
H 3.294 -1.213 0.380 0.34
H -1.746 2.312 3.428 0.42
H 1.666 0.446 0.446 0.37
H -0.518 3.115 -0.162 0.37
H 2.534 4.649 1.951 0.39
H -1.430 -3.279 3.505 0.43
H -0.934 3.896 3.465 0.47
H -0.089 2.427 4.054 0.33
H -1.181 4.301 1.012 0.47
H -3.352 -10.418 5.338 0.28
H -3.856 -8.227 4.989 0.29
H -0.757 -5.522 4.394 0.41
H -2.026 2.766 0.705 0.40
H 1.859 0.317 3.497 0.36
H -0.863 -8.827 2.411 0.28
H 0.958 5.139 1.267 0.30
H -2.426 -7.809 5.959 0.28
H -2.535 1.462 1.939 -0.85
H -0.491 -0.796 1.355 0.61
H -4.640 -4.886 1.434 0.35
H -0.818 -10.611 3.906 0.25
H -1.721 -10.041 5.943 0.27
H 1.119 4.873 3.021 0.30
H 6.488 0.094 3.976 0.37
H 5.745 -1.591 0.052 0.37
H 1.485 -1.054 2.426 0.42
```



The following is a quantum chemistry calculation of a structure of composition C31H37N4RhS2Se2, from OMol25.

## Properties
Lowest unoccupied orbital energy (alpha / beta) ... 0.5378 / -1.8788 eV
<S²> ... 6.021
Spin multiplicity ... 5
HOMO-LUMO gap (alpha / beta) ... 7.262 / 5.435 eV

XYZ file:
```
77
Properties=species:S:1:pos:R:3:mulliken_spin:R:1
Rh 0.211 -0.380 0.347 2.19
Se 0.847 -2.300 2.017 0.86
Se 1.296 -2.110 -1.200 0.56
S -2.004 3.554 -0.113 0.00
S -0.905 1.555 1.948 0.15
N 5.596 -0.398 -2.062 0.03
N -0.641 1.444 -0.664 0.08
N -1.813 -1.349 -0.213 0.09
N 2.188 0.631 0.929 0.11
C 0.905 -5.327 1.031 0.04
C -2.555 -1.965 -0.831 -0.03
C -1.119 2.116 0.358 0.00
C -2.812 -4.154 -1.837 0.00
C -0.975 1.994 -1.883 0.00
C 3.227 -0.073 -1.857 0.01
C 4.703 2.780 1.748 0.00
C -2.052 -1.781 3.146 0.09
C -3.790 -2.092 -2.926 0.00
C -1.055 2.148 -4.265 0.00
C -1.859 -3.124 2.503 -0.09
C -3.493 -2.799 -1.598 0.00
C -2.124 3.858 -2.932 0.00
C -0.615 -3.528 1.994 0.00
C -1.532 -5.680 1.450 -0.01
C -1.786 3.334 -4.168 0.00
C -1.718 3.179 -1.791 0.00
C -0.645 1.470 -3.131 -0.02
C -4.771 -2.978 -0.771 0.00
C 3.990 1.381 3.723 0.00
C -3.959 -6.229 1.850 0.00
C 5.404 -1.674 -1.733 -0.01
C 4.161 -2.226 -1.462 0.03
C -2.783 -5.293 1.907 0.03
C -0.432 -4.825 1.497 0.01
C 3.037 -1.411 -1.526 -0.02
C 4.512 0.374 -2.120 -0.01
C 5.468 0.382 1.935 0.00
C 3.132 0.942 1.495 -0.04
C -2.919 -4.017 2.445 0.00
C 4.333 1.372 2.228 0.00
H -1.397 -6.679 1.050 0.00
H -4.550 -3.468 0.177 0.00
H -1.786 -0.964 2.472 -0.04
H 5.710 0.360 0.870 0.00
H -2.695 4.775 -2.858 0.00
H -3.707 -7.150 1.326 0.00
H -4.253 -1.119 -2.758 0.00
H 0.855 -6.393 0.812 0.00
H 1.667 -5.164 1.796 0.00
H -5.245 -2.018 -0.568 0.00
H 4.869 1.699 4.286 0.00
H 2.390 0.613 -1.901 0.01
H -4.295 -6.494 2.854 0.00
H 3.172 2.071 3.933 0.00
H -0.085 0.545 -3.191 0.00
H 3.701 0.387 4.064 0.00
H -3.880 -3.710 2.847 0.00
H 4.678 1.412 -2.388 0.00
H -0.806 1.754 -5.242 0.00
H -2.094 3.849 -5.068 0.00
H -2.877 -1.943 -3.503 0.00
H 1.238 -4.804 0.135 -0.01
H -3.088 -1.649 3.455 0.00
H 6.356 0.692 2.487 0.00
H -3.485 -4.792 -2.412 0.00
H 5.588 3.116 2.291 0.00
H -1.884 -4.031 -2.397 0.00
H -4.475 -2.708 -3.509 0.00
H -5.470 -3.598 -1.334 0.00
H 4.929 2.782 0.682 0.00
H 5.199 -0.626 2.251 0.00
H 3.892 3.483 1.934 0.00
H 4.072 -3.275 -1.209 0.00
H -1.420 -1.678 4.031 -0.01
H -2.582 -4.643 -0.890 0.00
H -4.807 -5.768 1.338 0.00
H 6.293 -2.294 -1.686 0.00
```



The following is a quantum chemistry calculation of a structure of composition C31H37N5Y, from OMol25.

## Properties
Lowest unoccupied orbital energy (alpha / beta) ... 2.1698 / 2.1699 eV
HOMO-LUMO gap (alpha / beta) ... 2.844 / 2.845 eV
Net charge ... -1

XYZ file:
```
74
Properties=species:S:1:pos:R:3:mulliken_charge:R:1
Y -0.303 -1.268 -0.184 0.69
N 0.258 -2.873 3.996 -0.65
N -2.222 -0.829 0.962 0.59
N -0.409 -2.492 -2.092 -0.60
N -0.504 -1.112 -3.802 0.78
N -4.324 -0.290 1.283 -0.02
C -1.840 2.125 -5.014 -1.10
C -0.627 0.092 -4.538 0.38
C -0.886 2.495 -5.962 0.70
C 0.065 1.217 3.260 -2.03
C 1.515 0.692 -0.158 -0.50
C 0.265 2.296 -1.726 -1.24
C -1.356 2.839 0.942 -1.79
C -2.498 -0.895 2.334 -0.46
C -1.733 0.934 -4.293 1.30
C -1.069 3.749 -6.752 -1.56
C -0.065 -2.351 -4.290 -0.05
C -1.776 -4.095 3.515 -0.65
C -1.483 -4.062 2.149 -0.45
C 2.708 0.188 2.031 -2.07
C -0.649 -1.210 -2.442 -0.39
C -0.044 -3.209 -3.245 -1.29
C 0.227 1.677 -6.147 -1.10
C 0.400 0.498 -5.415 1.26
C -0.279 1.833 0.769 0.28
C -0.257 -3.548 1.697 -0.83
C 1.947 -2.576 2.333 -1.42
C -3.355 -0.419 0.365 -0.53
C -2.786 0.640 -3.268 -1.31
C 0.666 -3.003 2.697 1.00
C 2.620 0.298 -1.065 -1.23
C 1.713 -0.208 -5.510 -1.67
C 1.619 0.611 1.303 1.38
C 0.415 1.538 -0.460 1.56
C -3.803 -0.597 2.537 -0.94
C -0.833 -3.511 4.398 -0.23
C 0.382 1.187 1.820 0.91
H 1.001 1.986 -6.851 0.32
H -1.656 3.559 -7.657 0.29
H 2.691 0.294 3.117 0.39
H 0.603 1.712 -2.591 -0.04
H -2.206 -4.447 1.429 0.37
H -0.103 4.149 -7.058 0.38
H -1.002 -3.605 5.472 0.34
H -1.742 -1.193 3.048 0.56
H -2.251 2.409 1.409 0.23
H -5.281 -0.012 1.093 0.23
H 2.379 0.412 -6.125 0.37
H -4.391 -0.578 3.438 0.42
H 0.870 3.222 -1.708 0.26
H 1.642 -1.188 -5.997 0.33
H -1.020 3.663 1.593 0.36
H 2.294 0.207 -2.114 -0.11
H -1.002 1.405 3.443 0.43
H -1.597 4.504 -6.165 0.37
H -2.664 -4.582 3.921 0.34
H 0.643 1.996 3.785 0.36
H 0.327 0.254 3.724 0.29
H 2.205 -0.330 -4.533 0.21
H -3.503 -0.257 -0.701 0.28
H 0.154 -3.835 0.712 0.91
H 3.601 -0.153 1.513 0.28
H -2.978 -0.425 -3.091 0.31
H 2.639 -2.227 3.096 0.35
H -3.731 1.099 -3.608 0.51
H 0.238 -2.514 -5.305 0.52
H 2.260 -2.718 1.297 0.27
H -1.653 3.283 -0.013 0.38
H -2.696 2.774 -4.819 0.36
H 0.216 -4.256 -3.237 0.46
H 3.426 1.052 -1.034 0.37
H -0.775 2.589 -1.910 0.23
H -2.557 1.122 -2.299 0.04
H 3.068 -0.663 -0.766 0.31
```



E, respectively: -40749.1169 -194079.7467 -41239.2406 eV.
Largest force on an atom, respectively: 0.0494 0.0031 0.0819 Eh/bohr.
Energy relative to the best compared isomer or geometry (same formula, charge and spin), respectively: 0.447 0.000 1.926 eV.